Record 1
ORCA calculation (ωB97M-V/def2-TZVPD) on a molecular structure, C30H27AuI2N4OS.

For the energy, the calculation gives -2582.8625 Ha. For the frontier orbital gap, the calculation gives 0.241 Eh. As for the energy above the lowest of the compared OMol25 structures with the same formula, charge and spin: 49.8 kJ/mol. The HOMO energy comes out at -7.33 eV.

```
! wB97M-V def2-TZVPD RIJCOSX def2/J DEFGRID3
* xyz 0 1
Au 0.2757 -0.5017 -0.0123
I -0.9522 4.6916 1.9339
C -2.0512 2.9309 1.7727
C -3.3657 2.9107 2.2364
C -4.1544 1.7965 2.1190
I -6.0973 1.8596 2.8790
C -3.6406 0.6420 1.4816
C -4.3896 -0.5341 1.2623
C -3.8396 -1.5972 0.6054
C -2.5175 -1.5054 0.1658
N -1.7918 -0.4245 0.3669
C -2.2987 0.6601 1.0182
C -1.4165 1.8199 1.1936
O -0.2091 1.8019 0.8241
H -3.7651 3.8021 2.7019
H -5.4098 -0.5783 1.6185
H -4.4004 -2.5020 0.4219
H -2.0389 -2.3235 -0.3548
C 0.6279 -1.6663 1.6858
C 0.8224 -2.3501 2.6684
C 1.0517 -3.1582 3.8306
C -0.0213 -3.6619 4.5690
C 0.2029 -4.4234 5.7036
C 1.4986 -4.6925 6.1230
C 2.5718 -4.2013 5.3930
C 2.3518 -3.4430 4.2550
H -1.0300 -3.4456 4.2427
H -0.6389 -4.8093 6.2640
H 1.6707 -5.2828 7.0133
H 3.5852 -4.4146 5.7078
H 3.1894 -3.0761 3.6746
C -0.0967 0.1213 -2.0233
C 0.1983 1.5535 -2.2098
C 1.4506 1.9934 -2.6571
C 1.7675 3.3406 -2.6731
C 0.8220 4.2817 -2.2643
C -0.4595 3.8644 -1.9028
C -0.7608 2.5188 -1.8892
C 1.1793 5.6674 -2.1946
N 1.4786 6.7750 -2.1150
H 0.5391 -0.5423 -2.6009
H -1.1573 -0.0999 -2.1191
H 2.1888 1.2684 -2.9736
H 2.7442 3.6714 -3.0038
H -1.2032 4.5964 -1.6195
H -1.7492 2.2016 -1.5797
C 3.5885 4.2556 0.9700
C 2.5150 3.1870 1.0290
N 2.9038 1.9741 0.2957
C 2.8359 0.7170 0.7025
S 2.5398 -0.4935 -0.5578
N 2.9599 0.3128 1.9482
C 3.5097 1.0113 3.1053
C 2.4745 1.1515 4.2096
H 3.2376 5.1586 1.4694
H 3.8196 4.5187 -0.0633
H 4.5121 3.9299 1.4519
H 1.5842 3.5228 0.5709
H 2.2603 2.9175 2.0493
H 2.8039 2.0554 -0.7083
H 2.6606 -0.6488 2.0950
H 3.8997 1.9749 2.7869
H 4.3625 0.4234 3.4523
H 1.6256 1.7511 3.8789
H 2.9186 1.6240 5.0857
H 2.0946 0.1719 4.5034
*
```

***

Record 2
ORCA calculation (ωB97M-V/def2-TZVPD) on 2 unconnected molecules or ions with the total composition C30H27Br2N2 at a distorted geometry.

For the energy, the calculation gives -6416.6497 Ha. For the frontier orbital gap, the calculation gives 0.248 Eh. As for the energy above the lowest of the compared OMol25 structures with the same formula, charge and spin: 126.1 kJ/mol. The HOMO energy comes out at -9.90 eV.

```
! wB97M-V def2-TZVPD RIJCOSX def2/J DEFGRID3
* xyz 1 1
Br -0.0796 -5.1519 -7.0941
C 0.1625 -4.1850 -5.5037
C 0.2673 -4.8244 -4.2448
C 0.5817 -4.0827 -3.1049
C 0.8549 -2.6990 -3.2404
C 1.4251 -1.8852 -2.2075
C 1.7038 -0.5516 -2.3608
C 2.5389 0.1137 -1.3301
C 2.6745 1.6434 -1.3258
C 3.7090 2.2627 -0.5934
C 3.9086 3.6463 -0.6642
C 3.0278 4.4699 -1.3765
Br 3.4004 6.3171 -1.5953
C 1.8812 3.8820 -1.9324
C 1.6790 2.4882 -1.8418
C 0.6030 -2.0642 -4.4811
C 0.2960 -2.7914 -5.6112
H 0.0977 -5.8920 -4.1858
H 0.6724 -4.5645 -2.1274
H 1.5872 -2.3119 -1.2134
H 1.2062 0.0196 -3.1605
H 3.4940 -0.4408 -1.1570
H 4.3042 1.6468 0.0843
H 4.7194 4.0927 -0.1120
H 1.1088 4.5332 -2.3099
H 0.6735 2.0886 -2.0567
H 0.7398 -0.9895 -4.5819
H 0.1827 -2.2287 -6.5357
C -2.1115 1.8129 0.4137
N -2.0680 0.5779 1.1878
C -1.1633 0.3123 2.1682
H 1.9376 -0.1674 -0.4777
C -0.5003 1.3106 3.0348
C -1.1919 1.6651 4.2307
C -0.6600 2.6127 5.1188
C 0.5819 3.2101 4.8437
C 1.3004 2.8696 3.6825
C 0.7615 1.9313 2.7687
N -1.1231 -1.0410 2.3240
C 0.0121 -1.7731 2.8844
C -2.1752 -1.6371 1.5890
C -2.7875 -0.5996 0.8701
C -4.1248 -0.6793 0.4929
C -4.8518 -1.8226 0.8751
C -4.2380 -2.8600 1.5925
C -2.8805 -2.7876 1.9498
H -3.0881 1.8563 -0.0680
H -1.9595 2.6537 1.0973
H -1.3192 1.8247 -0.3628
H -2.1669 1.1922 4.4589
H -1.2593 2.8505 6.0099
H 0.9778 3.9465 5.5602
H 2.2725 3.3553 3.5119
H 1.3044 1.6682 1.8511
H -0.3178 -2.7836 3.1240
H 0.8390 -1.8315 2.1450
H 0.3592 -1.2591 3.7861
H -4.6000 0.1764 0.0121
H -5.9254 -1.8965 0.6840
H -4.8610 -3.6921 1.9268
H -2.3935 -3.5373 2.5777
*
```

***

Record 3
ORCA calculation (ωB97M-V/def2-TZVPD) on a molecular structure, C30H27BrCoIN4O3PS at a distorted geometry.

For the energy, the calculation gives -6598.2665 Ha. For the frontier orbital gap (alpha / beta), the calculation gives 0.284 / 0.301 Eh. As for the energy above the lowest of the compared OMol25 structures with the same formula, charge and spin: 130.3 kJ/mol. The expectation value of S² is 1.05. The HOMO energy (alpha / beta) comes out at -7.60 / -7.64 eV.

```
! wB97M-V def2-TZVPD RIJCOSX def2/J DEFGRID3
* xyz 0 2
Co -0.6884 0.7565 -1.1776
O -1.7209 3.5738 1.1077
C -1.2681 2.4513 0.9550
O -1.8337 1.4943 0.3268
C 0.1089 2.0605 1.5470
P 0.3358 0.3329 0.9526
C 1.9485 -0.0855 1.7348
C 2.0901 -1.1092 2.6660
C 3.3248 -1.3904 3.2270
C 4.4411 -0.6583 2.8591
C 4.3176 0.3444 1.9089
C 3.0855 0.6185 1.3418
C -0.8588 -0.5714 1.9983
C -0.9549 -0.3748 3.3730
C -1.9551 -1.0041 4.0920
C -2.8653 -1.8285 3.4502
C -2.7610 -2.0451 2.0866
C -1.7610 -1.4184 1.3673
H 0.1248 2.1549 2.6374
H 0.8892 2.7044 1.1313
H 1.2279 -1.6897 2.9619
H 3.4079 -2.1836 3.9578
H 5.4027 -0.8726 3.3039
H 5.1905 0.9054 1.6056
H 2.9951 1.3905 0.5881
H -0.2513 0.2667 3.8856
H -2.0293 -0.8411 5.1578
H -3.6619 -2.2928 4.0118
H -3.4627 -2.6902 1.5772
H -1.6899 -1.5610 0.2989
S -1.5442 -1.3679 -2.2251
C -0.7029 -0.5098 -3.4524
C -0.9975 -0.6304 -4.8113
C -0.3498 0.1959 -5.7015
C 0.5878 1.1066 -5.2172
C 0.8466 1.1417 -3.8597
N 0.2162 0.3579 -2.9874
H -1.7397 -1.3471 -5.1240
H -0.5686 0.1394 -6.7585
H 1.1065 1.7769 -5.8867
H 1.5852 1.8141 -3.4420
C -1.7265 5.3924 -1.6531
N -2.3809 4.1849 -2.1058
C -3.7076 4.1355 -2.3364
C -4.3503 2.9603 -2.5555
C -3.5703 1.7676 -2.5051
N -2.2599 1.8432 -2.3242
C -1.6461 3.0088 -2.0507
O -0.4508 3.0240 -1.7568
N -4.1010 0.5552 -2.6737
H -2.3234 6.2594 -1.9292
H -0.7338 5.4523 -2.1008
H -1.6181 5.3372 -0.5656
H -4.2311 5.0821 -2.3310
H -5.4124 2.9226 -2.7236
H -5.0943 0.4262 -2.6169
H -3.4881 -0.2398 -2.4884
Br 4.9720 -2.6231 -0.3825
C 3.8968 -3.6281 0.8104
C 4.5128 -4.3592 1.8147
C 3.7430 -5.0681 2.7190
C 2.3615 -5.0484 2.6223
C 1.7515 -4.3352 1.6072
C 2.5146 -3.6277 0.6914
I 1.5271 -2.6088 -0.8610
H 5.5910 -4.3759 1.8773
H 4.2243 -5.6301 3.5043
H 1.7578 -5.5974 3.3288
H 0.6769 -4.3230 1.5144
*
```

***

Record 4
ORCA calculation (ωB97M-V/def2-TZVPD) on a molecular structure, C30H27BrCrF4N4OPS2.

For the energy, the calculation gives -6608.8906 Ha. For the frontier orbital gap (alpha / beta), the calculation gives 0.272 / 0.272 Eh. As for the energy above the lowest of the compared OMol25 structures with the same formula, charge and spin: 0.0 kJ/mol. The expectation value of S² is 3.80. The HOMO energy (alpha / beta) comes out at -13.73 / -13.80 eV.

```
! wB97M-V def2-TZVPD RIJCOSX def2/J DEFGRID3
* xyz 2 4
Cr 1.3077 -0.2305 0.0513
C 5.3064 0.0968 -1.5068
C 3.8812 0.2580 -1.1133
N 3.3453 -0.2897 -0.0737
N 4.1464 -1.0426 0.7358
C 3.4729 -1.6505 1.6831
N 4.1700 -2.3943 2.5430
S 1.7296 -1.5955 1.9089
C 2.9594 1.1057 -1.9085
C 3.3915 1.9049 -2.9474
C 2.4860 2.7529 -3.5685
C 1.1787 2.8007 -3.1141
C 0.8121 1.9607 -2.0817
N 1.6687 1.1070 -1.5132
H 5.7696 -0.6899 -0.9238
H 5.8601 1.0243 -1.3364
H 5.3768 -0.1431 -2.5693
H 5.1736 -2.4328 2.4698
H 3.7149 -2.8661 3.3038
H 4.4270 1.8737 -3.2568
H 2.8054 3.3826 -4.3887
H 0.4518 3.4717 -3.5503
H -0.1984 1.9605 -1.6955
F -0.1526 -6.9133 0.3648
C -0.3827 -5.6180 0.3153
C -1.4564 -5.0733 0.9875
F -2.2625 -5.8554 1.6793
C -1.6975 -3.7056 0.9301
F -2.7827 -3.2655 1.5660
C -0.8635 -2.8489 0.2361
P -1.0840 -1.0330 0.0808
C -2.1115 -0.4813 1.4666
C -1.5795 -0.5552 2.7549
C -2.3326 -0.1416 3.8444
C -3.6126 0.3651 3.6539
C -4.1298 0.4756 2.3701
C -3.3821 0.0591 1.2767
C -2.0814 -0.9779 -1.4309
C -3.3380 -1.5925 -1.4659
C -4.0837 -1.5780 -2.6318
C -3.5851 -0.9604 -3.7749
C -2.3221 -0.3902 -3.7613
C -1.5707 -0.4059 -2.5927
C 0.2022 -3.4393 -0.4402
Br 1.4114 -2.3829 -1.4556
C 0.4531 -4.7882 -0.4184
F 1.4783 -5.3135 -1.0736
H -0.5874 -0.9559 2.9267
H -1.9190 -0.2174 4.8422
H -4.2065 0.6726 4.5050
H -5.1218 0.8807 2.2161
H -3.7949 0.1673 0.2839
H -3.7316 -2.0942 -0.5883
H -5.0544 -2.0566 -2.6531
H -4.1783 -0.9406 -4.6803
H -1.9160 0.0548 -4.6609
H -0.5665 -0.0092 -2.6051
O 1.1224 1.3866 1.1443
S 0.5021 2.2302 2.2734
C -1.1435 2.7306 1.6792
C -1.0860 4.2196 1.3170
C 0.3552 4.5177 0.9102
C 1.1963 3.8631 1.9942
H -1.8757 2.4716 2.4407
H -1.3027 2.0957 0.8101
H -1.3628 4.8254 2.1810
H -1.7952 4.4455 0.5212
H 0.5560 5.5861 0.8453
H 0.5896 4.0742 -0.0612
H 1.0953 4.3787 2.9537
H 2.2546 3.7292 1.7757
*
```

***

Record 5
ORCA calculation (ωB97M-V/def2-TZVPD) on a molecular structure, C30H27CdN2O2SSbSe4 at a distorted geometry.

For the energy, the calculation gives -11831.3211 Ha. For the frontier orbital gap, the calculation gives 0.196 Eh. As for the energy above the lowest of the compared OMol25 structures with the same formula, charge and spin: 140.6 kJ/mol. The HOMO energy comes out at -1.24 eV.

```
! wB97M-V def2-TZVPD RIJCOSX def2/J DEFGRID3
* xyz -2 1
Cd 0.5159 -1.8609 0.9994
C 1.2307 -3.2282 5.1102
C 1.0887 -2.2432 3.9681
O 1.2356 -2.7404 2.7995
C 0.7260 -0.9434 4.2538
C 0.3859 0.0312 3.2558
C -0.8020 0.9130 3.5540
N 0.9837 0.2415 2.1127
N 2.3075 -0.1721 2.0168
C 2.7252 -0.6259 0.8692
O 1.9677 -0.8864 -0.1584
C 4.1751 -0.9739 0.8380
C 4.6599 -1.8114 -0.1582
C 5.9765 -2.2496 -0.1294
C 6.8248 -1.8331 0.8834
C 6.3532 -0.9781 1.8748
C 5.0359 -0.5549 1.8562
H 0.3691 -3.8990 5.1247
H 1.2990 -2.7134 6.0688
H 2.1206 -3.8383 4.9531
H 0.4602 -0.7056 5.2785
H -0.6400 1.4114 4.5139
H -1.7204 0.3279 3.6400
H -0.9221 1.6640 2.7761
H 3.9908 -2.1519 -0.9356
H 6.3200 -2.9455 -0.8837
H 7.8492 -2.1893 0.9143
H 7.0175 -0.6602 2.6712
H 4.6416 0.0798 2.6370
Se 1.6766 -4.1398 0.0848
Se 3.3778 -5.3107 -0.8314
Se -0.5163 -4.6539 -3.1074
Se 0.1464 -3.1643 -1.5758
S -1.4533 -2.8830 -0.1301
Sb -0.9383 0.5973 -0.9678
C -2.6665 0.0266 -2.2094
C -2.5996 -1.0882 -3.0375
C -3.6704 -1.4500 -3.8428
C -4.8329 -0.6937 -3.8330
C -4.9056 0.4378 -3.0328
C -3.8285 0.7967 -2.2328
C -0.4869 1.8879 -2.6706
C 0.2842 1.2947 -3.6672
C 0.5953 1.9859 -4.8289
C 0.1504 3.2901 -5.0011
C -0.6233 3.8876 -4.0170
C -0.9443 3.1872 -2.8609
C -2.1831 1.8795 0.2737
C -1.9021 3.2084 0.5735
C -2.6853 3.9134 1.4804
C -3.7471 3.2886 2.1172
C -4.0184 1.9528 1.8486
C -3.2394 1.2565 0.9380
H -1.7107 -1.7043 -3.0631
H -3.5929 -2.3391 -4.4569
H -5.6833 -0.9864 -4.4389
H -5.8093 1.0382 -3.0232
H -3.8970 1.6890 -1.6224
H 0.6427 0.2774 -3.5348
H 1.1889 1.5104 -5.6007
H 0.4031 3.8375 -5.9018
H -0.9780 4.9033 -4.1562
H -1.5712 3.6542 -2.1094
H -1.0574 3.7007 0.1043
H -2.4595 4.9502 1.7033
H -4.3547 3.8335 2.8300
H -4.8312 1.4521 2.3616
H -3.4549 0.2118 0.7344
*
```

***

Record 6
ORCA calculation (ωB97M-V/def2-TZVPD) on a molecular structure, C30H27ClHgN6O7P3.

For the energy, the calculation gives -3652.5873 Ha. For the frontier orbital gap (alpha / beta), the calculation gives 0.113 / 0.239 Eh. As for the energy above the lowest of the compared OMol25 structures with the same formula, charge and spin: 106.2 kJ/mol. The expectation value of S² is 0.77. The HOMO energy (alpha / beta) comes out at 0.91 / -2.53 eV.

```
! wB97M-V def2-TZVPD RIJCOSX def2/J DEFGRID3
* xyz -2 2
Hg 1.5360 -0.1084 1.6239
Cl -2.3234 2.2011 -0.2281
C -2.2787 2.3125 -1.9596
C -3.0957 3.2514 -2.5760
C -3.0740 3.3762 -3.9548
C -2.2364 2.5619 -4.7061
C -1.4255 1.6330 -4.0754
C -1.4272 1.4796 -2.6852
P -0.2701 0.3569 -1.7992
C 0.7440 -0.2385 -3.1897
C 0.4002 -1.2748 -4.0507
C 1.2560 -1.6490 -5.0732
C 2.4634 -0.9897 -5.2472
C 2.8173 0.0400 -4.3914
C 1.9659 0.4041 -3.3613
C -1.3388 -1.1061 -1.5036
C -2.7298 -1.0993 -1.5656
C -3.4574 -2.2437 -1.2634
C -2.8010 -3.4169 -0.9219
C -1.4130 -3.4344 -0.8616
C -0.6872 -2.2875 -1.1355
H -3.7268 3.8784 -1.9607
H -3.7040 4.1131 -4.4376
H -2.2084 2.6514 -5.7853
H -0.7713 1.0087 -4.6676
H -0.5339 -1.8065 -3.9124
H 0.9889 -2.4755 -5.7214
H 3.1456 -1.3037 -6.0284
H 3.7794 0.5265 -4.4908
H 2.2704 1.1635 -2.6503
H -3.2578 -0.1988 -1.8489
H -4.5399 -2.2155 -1.3079
H -3.3709 -4.3179 -0.7161
H -0.8797 -4.3393 -0.5942
H 0.3928 -2.3055 -1.0664
O 4.6949 -0.0596 1.7674
P 5.2237 -1.5209 1.2788
O 6.6910 -1.5042 1.1146
O 4.4908 -2.5178 2.1203
O 4.5715 -1.6022 -0.2373
P 3.0786 -2.0328 -0.6598
O 2.7618 -3.2728 0.2858
O 2.9974 -2.3991 -2.0843
O 2.1385 -0.8705 -0.2652
H 5.1950 0.6414 1.3387
H 3.3142 -3.1767 1.1201
C 0.1086 4.4444 1.0727
C -0.5084 4.6191 2.3457
C -0.3020 3.6570 3.2997
C 0.4966 2.5187 3.0513
N 1.0513 2.3420 1.7933
C 0.8254 3.2862 0.8779
C 0.6816 1.4694 4.0274
C 0.3979 1.6687 5.4006
C 0.5536 0.6548 6.3226
C 1.0147 -0.5991 5.9327
C 1.3132 -0.8145 4.5865
C 1.1510 0.1858 3.6382
H -0.0159 5.1521 0.2635
H -1.1440 5.4726 2.5537
H -0.7925 3.7475 4.2618
H 1.2697 3.0910 -0.0975
H 0.0833 2.6456 5.7491
H 0.3357 0.8519 7.3684
H 1.1629 -1.3875 6.6620
H 1.6936 -1.7810 4.2759
N -2.9795 -3.6185 2.4690
N -2.7606 -2.2602 2.2594
N -3.7295 -1.3711 2.2554
C -3.0364 -0.2669 2.0064
N -1.7235 -0.4918 1.8860
N -1.5619 -1.7758 2.0499
H -3.4224 -3.9636 1.6198
H -2.0413 -4.0125 2.4921
H -3.4878 0.7041 1.9111
*
```